# 1
A molecular structure, C40H45BBrIrN8O7S3. Source: the OMol25 dataset; level of theory: ωB97M-V with the def2-TZVPD basis set.

Geometry as XYZ:
```
106
Properties=species:S:1:pos:R:3:forces:R:3
Ir 0.655015 -0.268303 -0.146195 -0.3229 0.4595 -0.6172
C 4.428964 -0.342680 -2.269823 -0.5224 0.0910 0.6094
C 4.484080 -1.814404 -2.660328 -0.5455 -0.3013 0.3145
C 5.904357 -2.272151 -2.824973 1.0619 0.1449 0.5020
C 3.762774 -2.070931 -3.953739 -0.6932 1.5523 -0.4117
N 3.832470 -2.622289 -1.594738 0.6361 -0.4184 0.3220
C 4.536486 -3.471537 -0.745256 0.6426 0.5981 -0.1451
C 3.663766 -3.956957 0.146403 0.2021 -0.1759 0.2373
N 2.427016 -3.455159 -0.161161 0.1692 0.2807 -0.6380
B 1.310444 -3.714434 0.822322 -0.5181 -0.7365 0.2335
N -0.127965 -3.690317 0.248833 -0.3644 0.2829 -0.2296
C -0.551974 -4.756961 -0.518736 0.0004 0.1766 -0.5507
C -1.793853 -4.438520 -0.979491 0.5298 -0.4149 -0.1452
N -2.158465 -3.218118 -0.489601 1.4656 0.8893 1.1195
C -1.096724 -2.755458 0.267153 -0.9909 -0.2636 -0.3236
S -1.053186 -1.239398 1.172192 0.4761 -0.1312 -0.6824
C -3.512211 -2.601394 -0.648968 -0.5639 -0.0613 -0.4222
C -3.521930 -1.298570 -1.459857 1.3823 -0.1824 0.2699
C -4.130879 -2.310468 0.730898 0.6574 -0.4675 -0.7431
C -4.340898 -3.648177 -1.408832 -0.7023 0.5194 0.2252
N 1.464310 -2.828148 2.066421 -0.2160 -0.0848 1.0085
C 0.985274 -3.331981 3.264039 0.6744 1.9691 0.8592
C 1.240952 -2.419110 4.248389 0.5044 0.1024 -1.5448
N 1.923193 -1.356685 3.640142 -0.3825 -0.3276 -0.4820
C 1.993290 -1.611522 2.282317 0.1010 -0.4424 1.4989
S 2.657418 -0.590650 1.040171 -0.0474 0.2958 0.4379
C 2.196835 -0.067046 4.377526 0.0202 0.5903 -0.7894
C 3.599918 0.497910 4.082982 0.1732 -0.0151 -0.3851
C 2.031365 -0.255058 5.871779 0.7154 -0.7869 -0.4402
C 1.120069 0.933660 3.921404 0.2232 0.0767 0.2091
C 2.546794 -2.626475 -1.232385 -0.3979 -0.9353 0.4822
S 1.182683 -1.878048 -1.979299 0.0373 0.2825 0.1374
H 4.638871 0.253682 -3.140098 0.3349 0.3316 -0.3530
H 5.160934 -0.119839 -1.479831 -0.2563 0.0031 -0.1956
H 3.415942 -0.028064 -1.943672 0.5847 -0.3103 -0.1031
H 6.316558 -1.700376 -3.633660 0.2241 0.2877 -0.5534
H 6.030357 -3.324755 -3.090882 -0.1995 0.0656 0.1475
H 6.545031 -2.008125 -1.966158 -0.3063 -0.3026 -0.1503
H 4.350221 -1.540899 -4.705816 -0.2611 -0.2407 -0.3043
H 2.749357 -1.637407 -3.928143 0.5154 -0.1274 -0.1695
H 3.663534 -3.103111 -4.189933 0.1682 -0.9313 -0.2157
H 5.613770 -3.585575 -0.798148 -0.4892 -0.0415 -0.0664
H 3.844334 -4.589374 1.003653 -0.1620 0.0040 -0.1966
H 1.423018 -4.860759 1.191510 0.1999 0.1643 0.0742
H 0.108656 -5.605915 -0.769596 -0.6413 0.7191 0.3909
H -2.428798 -4.955857 -1.660625 0.0152 -0.3749 -0.0180
H -2.817758 -0.576220 -1.008648 -0.3962 -0.3062 -0.3990
H -4.511475 -0.890779 -1.400720 -0.5698 0.2268 -0.0272
H -3.264622 -1.457580 -2.514376 0.0841 0.0802 0.2992
H -3.547778 -1.576275 1.263542 0.0597 0.1709 0.1790
H -4.178545 -3.225186 1.304968 -0.2293 -0.1915 0.2953
H -5.102485 -1.892518 0.545264 -0.5884 0.0000 0.1443
H -3.902096 -3.898873 -2.391407 -0.3572 0.1756 0.4597
H -5.341367 -3.201987 -1.568123 0.4855 -0.3308 -0.0351
H -4.467491 -4.537508 -0.782588 -0.0305 -0.0344 -0.3071
H 0.491947 -4.250601 3.371275 -0.4075 -1.0327 -0.2196
H 1.013921 -2.411556 5.295513 0.0224 -0.1548 0.0109
H 4.415283 -0.200364 4.309893 -0.2938 0.0285 0.2329
H 3.742457 1.417541 4.677068 -0.0719 -0.4349 -0.2077
H 3.732975 0.762568 3.024759 -0.2121 0.0109 0.3267
H 2.661673 -1.055651 6.262717 -0.0728 -0.0747 0.0053
H 1.002999 -0.431552 6.097885 -0.6790 -0.1225 0.4532
H 2.357418 0.648378 6.341790 0.0245 0.5911 0.3392
H 1.268195 1.231627 2.881914 -0.1343 -0.1293 0.0828
H 1.240364 1.830358 4.547982 -0.2781 -0.1728 -0.2020
H 0.113226 0.504588 4.064224 0.3553 0.2601 -0.0448
O 0.356467 2.799599 -5.945379 0.1576 -0.5059 1.1126
C 0.342709 2.273531 -4.866751 0.0751 0.7058 -1.1566
C -0.810506 1.372071 -4.357878 0.2638 -0.5138 2.1487
O -1.820341 1.096587 -4.905336 -0.5895 0.0520 -1.0003
C -0.419080 0.935027 -2.971690 2.2705 0.8714 -0.3717
C 0.874625 1.522688 -2.598630 -1.3424 0.2638 -2.3200
O 1.436522 1.308903 -1.510709 0.2561 0.0046 0.5031
C 1.408476 2.342367 -3.743612 0.3125 -0.5759 1.7136
O 2.457388 2.928322 -3.795233 -0.5803 -0.1437 -0.4302
O -0.994667 0.129626 -2.250842 -0.6552 -0.2825 0.3390
C 2.559799 3.357505 1.399972 0.1096 1.1491 0.4592
O 1.292885 2.737668 1.251096 0.2483 -0.2394 -0.4310
C 0.182021 3.439114 1.608087 0.8571 -0.8140 -0.0013
C 0.143507 4.343188 2.638998 0.0709 0.4381 0.7171
C -1.060776 4.938344 2.965842 -0.7269 0.3832 0.1763
Br -1.141820 6.099188 4.479808 0.0562 -0.1774 -0.3581
C -2.212805 4.702795 2.226721 0.4531 0.0318 0.1146
C -2.147945 3.768900 1.201497 -0.8341 -0.1450 -0.9753
C -0.973052 3.085127 0.948865 -0.5018 -0.6056 -1.2179
O -0.891768 2.089050 -0.039701 0.0746 0.5517 0.7549
C -3.354184 3.618289 0.309750 1.8674 -0.0529 0.8152
N -4.529146 3.879874 0.732997 -1.5306 0.0411 -0.1044
C -5.343139 3.778361 -0.397063 -0.5825 0.0840 -1.4498
C -6.704082 4.059198 -0.657986 0.5982 -0.0424 0.0309
C -7.165559 4.035533 -1.970735 0.5114 -0.2437 0.4394
C -6.328777 3.705509 -3.039816 0.4794 -0.2334 0.1845
C -4.997285 3.358783 -2.828231 -0.6845 0.2008 -0.1005
C -4.553895 3.428581 -1.515729 -0.1111 0.1480 -0.1487
N -3.270732 3.275989 -1.033507 0.3320 0.0501 0.9606
H 2.887937 3.339671 2.464915 -0.0342 -0.1466 -0.6650
H 2.491617 4.425721 1.092240 0.0622 -0.5951 0.1764
H 3.289834 2.872882 0.740121 -0.3864 -0.1493 0.2961
H 1.015011 4.561987 3.245285 0.0148 -0.0381 -0.2128
H -3.149215 5.223067 2.361649 0.0661 0.0497 0.2803
H -1.791094 1.807230 -0.264337 0.0006 -0.0328 -0.0330
H -7.365449 4.340564 0.135597 -0.2321 0.0658 0.3580
H -8.194631 4.249489 -2.192417 -0.2647 0.1664 0.1277
H -6.734648 3.725809 -4.037625 0.0067 -0.0915 -0.1726
H -4.353157 3.073292 -3.654199 0.0146 0.0817 0.1468
H -2.429056 3.467912 -1.547156 0.0546 -0.0833 -0.2953
```
Positions in Å, forces in eV/Å.

Properties
E (Ha): -6413.55314
Multiplicity: 6
Expectation value of S²: 8.830
E_LUMO (spin up / spin down) (eV): -2.9604 / -5.6509
Total charge: +1
F_max (eV/Å): 2.69
Kohn-Sham gap (spin up / spin down) (Ha): 0.2642 / 0.1680

---

# 2
A molecular structure, C40H45BrCaF4N2OPSi. Source: the OMol25 dataset; level of theory: ωB97M-V with the def2-TZVPD basis set.

Geometry as XYZ:
```
96
Properties=species:S:1:pos:R:3:forces:R:3
Ca -0.120902 -0.197994 -0.437125 -0.2645 -0.4666 0.3862
C -3.032570 -2.188292 2.501289 0.0295 -0.0354 -0.0543
C -2.019773 -3.332857 2.429206 -0.0376 0.0114 0.0584
C -1.154580 -3.318197 3.691429 -0.0102 0.0140 -0.0439
C -1.192198 -3.312656 1.151907 0.0734 -0.0184 0.0176
C -1.719123 -2.827828 -0.047223 -0.0262 0.0512 -0.0294
C -0.976123 -2.839105 -1.223860 -0.0500 0.0032 -0.0452
C 0.331013 -3.325795 -1.256683 0.0244 -0.0189 -0.0182
C 1.121849 -3.324384 -2.537874 -0.0299 0.0282 0.0297
C 0.855176 -3.811349 -0.064365 -0.0177 0.0154 -0.0056
C 0.108075 -3.811771 1.106359 -0.0170 -0.0027 -0.0194
H -3.576360 -2.233233 3.446328 0.0078 0.0070 0.0005
H -3.775024 -2.232172 1.703651 0.0035 0.0155 0.0147
H -2.550906 -1.208203 2.448967 -0.0143 -0.0095 0.0068
H -2.579017 -4.277553 2.417777 0.0042 -0.0180 0.0156
H -0.513151 -2.433696 3.698152 0.0063 -0.0056 0.0156
H -0.528424 -4.206678 3.789574 0.0118 0.0171 -0.0041
H -1.793718 -3.271052 4.574168 -0.0056 -0.0033 -0.0082
H -2.723854 -2.426471 -0.072734 0.0101 -0.0039 0.0000
H -1.419511 -2.452202 -2.136088 0.0074 -0.0135 -0.0057
H 0.569885 -3.823864 -3.336003 -0.0025 -0.0024 0.0032
H 2.075613 -3.836754 -2.410016 0.0020 0.0090 0.0094
H 1.321195 -2.299642 -2.858063 0.0083 -0.0172 -0.0169
H 1.870746 -4.191869 -0.047143 -0.0050 0.0000 -0.0003
H 0.565856 -4.201030 2.005414 -0.0114 -0.0027 0.0005
F -5.004526 5.093434 1.686323 0.0200 0.0149 0.0022
C -4.538942 3.872751 2.013343 -0.0700 0.0383 -0.0234
C -4.384312 3.519758 3.343108 -0.0412 -0.0189 0.2090
F -4.706519 4.424063 4.293980 0.0149 0.0251 -0.0476
C -3.908229 2.261235 3.658393 0.0440 -0.1114 -0.1250
F -3.795506 1.993151 4.999879 -0.0252 0.0192 0.0248
C -3.552343 1.321060 2.724138 -0.1378 0.0389 0.0348
P -0.357394 1.095562 2.249816 0.2385 0.0180 -0.0148
C -0.606970 2.802562 1.618366 -0.0585 0.0982 0.0819
C -0.469475 3.107197 0.260449 -0.2584 0.0478 -0.0793
C -0.745782 4.377998 -0.224962 0.0011 -0.0387 -0.0445
C -1.185399 5.378809 0.628160 -0.0162 -0.0087 0.0738
C -1.366600 5.084715 1.971970 0.0436 -0.0074 -0.0336
C -1.080535 3.815858 2.456556 0.0649 -0.0170 -0.0222
C -0.116287 1.410064 4.057870 -0.0305 -0.0294 -0.0477
C -0.849388 0.635609 4.953348 -0.0138 0.0053 0.0188
C -0.610263 0.710695 6.320457 -0.0095 -0.0064 -0.0214
C 0.365215 1.566916 6.808205 0.0250 0.0240 -0.0193
C 1.091569 2.361329 5.926477 -0.0276 -0.0238 0.0113
C 0.850147 2.284394 4.562898 0.0081 -0.0275 -0.0223
C -3.725607 1.729489 1.446957 0.0593 0.0430 -0.0624
Br -3.238381 0.559974 -0.109346 0.0316 -0.0131 0.0642
C -4.208968 2.959828 1.033917 0.1176 -0.0701 -0.1164
F -4.357989 3.312790 -0.256966 -0.0188 0.0363 0.0197
H -0.216922 2.358156 -0.484899 0.2353 0.0384 0.1452
H -0.636028 4.573374 -1.285330 -0.0045 -0.0040 0.0047
H -1.407656 6.367515 0.246499 -0.0107 -0.0070 -0.0028
H -1.742987 5.841129 2.650453 -0.0071 -0.0017 -0.0015
H -1.247464 3.605396 3.504962 0.0216 0.0058 -0.0062
H -1.637772 -0.000154 4.565179 0.0004 -0.0055 0.0061
H -1.199705 0.112429 7.005000 -0.0016 0.0050 -0.0071
H 0.551373 1.629017 7.873927 0.0000 0.0049 -0.0061
H 1.841955 3.045120 6.305763 0.0029 -0.0032 -0.0037
H 1.403280 2.918684 3.879514 -0.0044 -0.0106 0.0207
C 3.760520 -0.627251 -1.223433 -0.0635 -0.0010 -0.0005
C 2.936568 0.255924 -2.121657 0.0751 -0.0164 -0.0443
C 3.524177 1.160868 -2.983841 -0.0594 0.0395 -0.0029
C 2.677500 1.935731 -3.785564 -0.0198 -0.0618 0.0552
C 1.317778 1.772643 -3.729139 -0.0420 0.0121 -0.0512
C 0.755872 0.790989 -2.860786 0.1278 0.0104 0.0055
N 1.612625 0.077776 -2.065723 0.0714 0.0132 0.0223
N -0.544241 0.512307 -2.685677 0.0906 -0.0449 -0.1397
Si -1.789866 0.912558 -3.802595 -0.0592 0.0820 -0.0432
C -2.326618 2.715207 -3.669819 0.0197 -0.0905 -0.0237
C -3.292139 -0.187744 -3.501676 0.0485 0.0404 0.0224
C -1.260133 0.552817 -5.587341 -0.0357 0.0411 0.0814
H 4.091650 -1.514210 -1.771081 -0.0226 -0.0013 -0.0013
H 3.162109 -0.953388 -0.371987 0.0283 0.0142 0.0126
H 4.648523 -0.107449 -0.863493 0.0037 0.0007 -0.0027
H 4.598421 1.280052 -3.011194 0.0007 0.0000 0.0003
H 3.097841 2.683406 -4.448937 0.0009 0.0017 0.0000
H 0.661976 2.396555 -4.321509 0.0052 -0.0108 0.0144
H -2.454755 2.980451 -2.616298 -0.0081 -0.0096 -0.0137
H -3.281869 2.892017 -4.171622 0.0129 -0.0174 -0.0249
H -1.589783 3.395024 -4.107703 -0.0004 -0.0073 0.0414
H -4.064689 0.320264 -2.922389 0.0283 -0.0129 -0.0153
H -3.020499 -1.095943 -2.957694 -0.0078 0.0128 -0.0198
H -3.726117 -0.492738 -4.458267 -0.0087 0.0159 0.0154
H -0.371643 1.102434 -5.903084 -0.0287 -0.0169 0.0103
H -2.075908 0.810667 -6.270061 0.0149 -0.0024 0.0118
H -1.052323 -0.514308 -5.710070 0.0013 0.0167 0.0195
C 1.946070 -1.298951 2.654145 -0.0380 -0.0363 0.0069
O 1.347684 -0.786450 1.483381 0.1249 0.0976 -0.2915
C 1.182032 0.668612 1.448549 -0.2163 0.4562 0.0136
C 2.456306 1.445193 1.652116 0.0120 -0.2060 0.0226
H 3.010608 -1.045094 2.694069 0.0059 0.0291 0.0087
H 1.845059 -2.384645 2.640946 0.0199 0.0090 -0.0012
H 1.459324 -0.898560 3.549960 -0.0152 -0.0114 -0.0046
H 2.822115 1.460772 2.691424 0.0470 0.0032 -0.0194
H 2.288378 2.480152 1.344493 0.0133 0.0251 0.0586
H 3.267985 1.051755 1.030407 -0.0161 0.0133 -0.0398
```
Positions in Å, forces in eV/Å.

Properties
E (Ha): -6018.04882
Multiplicity: 1
E_LUMO (eV): 2.4177
Total charge: -1
F_max (eV/Å): 0.66
Energy above the lowest of the compared OMol25 structures with the same formula, charge and spin (kcal/mol): 0.0
Kohn-Sham gap (Ha): 0.2468